## a
# C3H10NOPS

One molecule with the formula C3H10NOPS (ωB97M-V/def2-TZVPD, the OMol25 dataset).

Atoms and positions in Å:
C  -1.720  1.297  0.247
N  -1.495  -0.147  0.449
P  -0.017  -0.775  -0.278
C  0.054  -2.439  0.330
O  0.080  -0.398  -1.695
S  1.602  0.042  0.761
C  2.419  0.835  -0.640
H  -0.918  1.661  -0.501
H  -2.633  1.354  -0.378
H  -1.709  2.030  1.174
H  -1.675  -0.633  1.301
H  0.918  -3.135  -0.100
H  0.327  -2.359  1.348
H  -0.926  -2.809  0.069
H  3.361  0.346  -0.733
H  2.704  1.860  -0.604
H  1.869  0.708  -1.473

HOMO energy = -8.9 eV
Frontier orbital gap = 9.62 eV
Net charge = 0
SMILES = CN[P@@](C)(=O)SC
Lowest unoccupied orbital energy = 0.6763 eV

=====

## b
# C3H10NOPS

A 2-piece molecular cluster, C3H10NOPS overall (ωB97M-V/def2-TZVPD, the OMol25 dataset).

Atoms and positions in Å:
C  -1.733  1.423  -1.000
N  -1.569  0.572  0.201
P  -0.116  -0.342  0.385
C  -0.089  -0.350  2.213
S  -0.768  -2.328  0.038
H  -1.159  1.065  -1.869
H  -2.798  1.386  -1.286
H  -1.395  2.412  -0.850
H  -2.351  -0.044  0.049
H  0.053  -1.253  2.699
H  0.673  0.351  2.664
H  -1.081  -0.007  2.652
H  -1.540  -2.028  -1.080
C  3.484  -0.217  -1.217
O  4.348  -0.197  -0.372
H  2.568  -0.889  -1.096
H  3.474  0.448  -2.133

HOMO energy = -8.6 eV
Frontier orbital gap = 9.18 eV
Net charge = 0
SMILES = CNP(C)S.C=O
Lowest unoccupied orbital energy = 0.5982 eV

=====

## c
# C3H10NOPS

A 2-piece molecular cluster, C3H10NOPS overall (ωB97M-V/def2-TZVPD, the OMol25 dataset).

Atoms and positions in Å:
C  1.441  1.192  1.169
C  -2.117  -0.782  0.159
C  1.142  0.836  -0.280
N  0.810  -1.184  -2.002
O  -2.241  0.517  -0.312
P  1.368  -0.945  -0.583
S  2.337  -2.105  0.616
H  0.674  0.574  1.836
H  2.510  1.019  1.439
H  1.266  2.320  1.446
H  -2.587  -0.662  1.180
H  -1.107  -0.987  0.191
H  -2.812  -1.384  -0.438
H  1.886  1.188  -1.003
H  0.225  1.181  -0.727
H  -1.821  0.444  -1.254
H  0.790  -2.196  -2.341

HOMO energy = -9.6 eV
Frontier orbital gap = 9.56 eV
Net charge = 0
Lowest unoccupied orbital energy = -0.0466 eV

=====

Most stable: a. Least stable: b.